Molecular formula: C38H49BrCl6N4O3PbSSi
Method: DFT, wB97M-V/def2-TZVPD

The HOMO energy comes out at -0.95 eV. As for the calculated total energy: -221444.162 eV. Its energy above the lowest of the compared OMol25 structures with the same formula, charge and spin is 0.000 eV. Its charge is -2.

Geometry (Å):
Pb1 -2.18034 0.10078 -2.63164
Cl1 -4.85865 7.14980 -1.19900
C1 -3.96061 5.83269 -1.85458
C2 -3.47375 4.89279 -0.95370
Cl2 -3.82838 5.02716 0.71262
C3 -2.68687 3.82078 -1.35687
Cl3 -1.75835 2.95846 -0.22345
C4 -2.52406 3.45741 -2.74129
O1 -1.90432 2.44329 -3.20210
C5 -3.18008 4.41223 -3.65573
Cl4 -3.34169 3.92162 -5.32366
C6 -3.84505 5.48307 -3.20609
Cl5 -4.56443 6.63565 -4.27993
O2 -2.14511 -1.12347 1.75130
C7 -2.57828 -1.09213 0.54831
O3 -1.91820 -0.73438 -0.47240
C8 -4.03108 -1.48888 0.31128
C9 -4.51571 -2.43449 1.18998
C10 -5.73416 -3.06360 0.98357
C11 -6.55982 -2.67826 -0.07970
C12 -6.17919 -1.61808 -0.87142
C13 -4.90096 -1.00848 -0.73514
S1 -4.75957 0.52373 -1.50057
H1 -3.83598 -2.75160 1.97915
H2 -5.99809 -3.86084 1.68331
H3 -7.53766 -3.19559 -0.20907
H4 -6.85122 -1.16874 -1.55268
Cl6 -1.04236 -3.20377 -6.06695
C14 -0.78041 -3.87149 -4.49754
C15 0.14840 -4.89318 -4.32396
C16 0.18215 -5.67539 -3.22115
C17 -0.51807 -5.34859 -2.04255
C18 -1.42153 -4.24128 -2.11087
C19 -1.61251 -3.50145 -3.35357
C20 -2.65361 -2.56827 -3.41963
H5 0.95101 -5.07454 -5.03861
H6 0.68168 -6.61806 -3.23998
H7 -0.33293 -5.79247 -1.05460
H8 -2.02066 -3.90954 -1.26076
H9 -3.40319 -2.52423 -2.56609
H10 -3.03457 -2.20881 -4.40829
C21 3.93306 -0.91353 1.82873
C22 3.73747 -0.49972 3.34494
C23 4.92446 0.51359 3.61711
C24 3.92144 -1.76148 4.21916
Si1 1.96187 0.37736 3.65049
Br1 1.13505 1.01092 1.66564
C25 1.93257 2.06449 4.53389
C26 2.92077 3.10194 3.94945
C27 2.18993 1.88116 6.05035
C28 0.56588 2.82164 4.32830
C29 0.68042 -0.86811 4.40077
C30 1.15394 -1.53872 5.71309
C31 0.39492 -1.87563 3.20193
C32 -0.70596 -0.20475 4.65317
H11 4.92798 -1.40803 1.75331
H12 4.04305 0.04332 1.23987
H13 3.13045 -1.51572 1.37744
H14 5.85280 0.01562 3.37569
H15 5.02429 0.91949 4.62879
H16 4.86859 1.35468 2.94179
H17 4.88190 -2.24650 3.91858
H18 3.10170 -2.47367 4.07581
H19 4.08737 -1.55364 5.31662
H20 3.93482 2.87494 4.09185
H21 2.72875 4.07907 4.46414
H22 2.68888 3.26281 2.85930
H23 3.11492 1.24545 6.20946
H24 1.30046 1.36117 6.42436
H25 2.37423 2.78585 6.67529
H26 0.36716 2.98367 3.30838
H27 0.65892 3.74289 4.94663
H28 -0.23540 2.27404 4.76360
H29 1.88271 -0.95334 6.29954
H30 1.52059 -2.50956 5.48962
H31 0.21281 -1.64554 6.29378
H32 1.29065 -2.44407 2.90519
H33 -0.09667 -1.30778 2.36528
H34 -0.26637 -2.64792 3.58778
H35 -0.61434 0.50128 5.49148
H36 -1.40964 -0.98005 5.00570
H37 -1.13384 0.18899 3.72349
C33 1.23005 1.18424 -2.76728
N1 0.42678 0.49718 -3.77674
C34 1.12640 -0.69520 -4.18004
N2 2.42516 -0.36501 -4.78572
C35 3.20461 0.27498 -3.69313
N3 2.57542 1.55214 -3.24435
C36 2.31221 2.45418 -4.48111
N4 1.48243 1.81827 -5.54623
C37 0.20960 1.40070 -4.91934
C38 2.16814 0.59426 -5.92165
H38 1.27343 0.55731 -1.85491
H39 0.78765 2.12349 -2.45325
H40 0.49225 -1.20531 -4.89171
H41 1.25553 -1.26567 -3.20755
H42 4.19860 0.50770 -4.14214
H43 3.26177 -0.46762 -2.88276
H44 3.21850 2.67074 -4.99951
H45 1.88413 3.37457 -4.17832
H46 -0.39810 0.85857 -5.68254
H47 -0.28085 2.34058 -4.59134
H48 3.15973 0.71953 -6.39763
H49 1.51217 0.00382 -6.59851


Molecular formula: C38H50BClN6O5S3V
Method: DFT, wB97M-V/def2-TZVPD

The expectation value of S² is 1.1928. The HOMO energy (spin up / spin down) comes out at -7.45 / -7.06 eV. As for the calculated total energy: -130792.470 eV. Its energy above the lowest of the compared OMol25 structures with the same formula, charge and spin is 0.548 eV. Its charge is 0. Its multiplicity is 2.

Geometry (Å):
V1 -0.12157 0.92039 2.39617
C1 3.95439 -1.91483 0.59937
C2 2.87449 -0.98814 0.14432
C3 3.09704 -0.01031 -0.76061
C4 2.02385 0.83642 -1.18666
N1 0.83429 0.68715 -0.72405
N2 0.60644 -0.23614 0.24513
B1 -0.88181 -0.37945 0.58851
N3 -1.34261 -1.82270 0.34712
N4 -0.66016 -2.41402 -0.64998
C5 -0.93265 -3.63696 -0.96417
C6 -1.96288 -4.35212 -0.28530
C7 -2.66764 -3.75986 0.70678
C8 -3.75199 -4.46344 1.45130
C9 -2.33426 -2.39647 1.06224
S1 -3.08705 -1.54904 2.28635
C10 -0.09431 -4.28885 -2.05021
C11 0.95553 -3.31231 -2.57877
C12 0.61504 -5.51154 -1.45325
C13 -1.00613 -4.72839 -3.20322
N5 -1.80766 0.56397 -0.21791
N6 -1.89448 0.22851 -1.51131
C14 -2.65693 0.93152 -2.29365
C15 -3.38719 2.04181 -1.79566
C16 -3.32597 2.36642 -0.47914
C17 -4.05233 3.52926 0.11112
C18 -2.49311 1.55461 0.35251
S2 -2.37702 1.80903 2.03476
C19 -2.76044 0.49450 -3.74576
C20 -2.51283 1.69362 -4.66915
C21 -4.17648 -0.05079 -3.98054
C22 -1.73729 -0.59880 -4.04920
C23 1.54945 -1.11535 0.71567
S3 1.21451 -2.21893 1.91708
C24 2.24775 1.96291 -2.17808
C25 0.93610 2.69701 -2.45195
C26 2.81003 1.39755 -3.48636
C27 3.24655 2.94700 -1.55253
H1 4.88093 -1.70658 0.06450
H2 3.66257 -2.95304 0.43514
H3 4.12004 -1.80929 1.67286
H4 4.08968 0.13043 -1.16996
H5 -2.18356 -5.37518 -0.56420
H6 -3.89511 -5.47160 1.06393
H7 -4.68541 -3.90370 1.38016
H8 -3.50671 -4.50929 2.51349
H9 1.62776 -2.98904 -1.78140
H10 0.49154 -2.41827 -2.99796
H11 1.54480 -3.80268 -3.35675
H12 1.23887 -5.22000 -0.60575
H13 1.25370 -5.97427 -2.20874
H14 -0.09288 -6.26740 -1.10839
H15 -1.50414 -3.86718 -3.65391
H16 -1.77505 -5.42667 -2.86657
H17 -0.41844 -5.22724 -3.97664
H18 -3.99791 2.63383 -2.46552
H19 -4.65933 4.02445 -0.64520
H20 -3.32949 4.24041 0.51685
H21 -4.69153 3.21093 0.93521
H22 -3.25293 2.48351 -4.52974
H23 -2.57488 1.36672 -5.70889
H24 -1.52324 2.12209 -4.50454
H25 -4.93714 0.70641 -3.77911
H26 -4.37264 -0.91012 -3.33656
H27 -4.28514 -0.36832 -5.01934
H28 -0.71906 -0.24658 -3.87196
H29 -1.82984 -0.89848 -5.09523
H30 -1.89037 -1.47320 -3.41575
H31 0.18512 2.01472 -2.85298
H32 1.11535 3.49380 -3.17790
H33 0.53454 3.13590 -1.53667
H34 2.11037 0.68761 -3.93442
H35 3.76280 0.88602 -3.33725
H36 2.97788 2.20787 -4.19842
H37 2.84796 3.34701 -0.61841
H38 3.42400 3.77940 -2.23681
H39 4.20942 2.47477 -1.34445
Cl1 4.93366 -1.64721 7.11745
C28 3.96951 -0.93207 5.85920
C29 4.60859 -0.22825 4.81776
C30 3.88686 0.34151 3.81146
C31 2.46348 0.24519 3.77486
O1 1.82256 0.78122 2.80378
C32 1.83926 -0.45918 4.84006
C33 0.43551 -0.61972 4.89164
O2 -0.38145 -0.17395 4.07055
C34 2.61544 -1.04304 5.87223
H40 5.68786 -0.14359 4.82182
H41 4.37920 0.87704 3.00991
H42 0.04185 -1.19593 5.73730
H43 2.12321 -1.58539 6.67036
C35 -0.81886 4.90530 3.62686
C36 0.14684 3.82569 3.18759
C37 1.58378 4.12419 3.58355
O3 -0.21236 2.56241 3.83877
C38 0.11342 3.60519 1.66108
O4 -0.13489 4.52733 0.91330
O5 0.46911 2.40751 1.29807
H44 -0.75046 5.05738 4.70611
H45 -1.84186 4.63853 3.35321
H46 -0.57387 5.83626 3.12050
H47 1.65077 4.27800 4.66141
H48 1.92202 5.02580 3.07206
H49 2.22802 3.29255 3.29934
H50 -1.10039 2.65619 4.20609


Molecular formula: C38H50Br4O2
Method: DFT, wB97M-V/def2-TZVPD

The HOMO energy comes out at -9.30 eV. Its structure (SMILES) is c1ccccc1.c1ccccc1.c1ccccc1.c1ccccc1.c1ccccc1.BrCCBr.BrCCBr.CCO.CCO. As for the calculated total energy: -324478.600 eV. Its energy above the lowest of the compared OMol25 structures with the same formula, charge and spin is 2.013 eV. Its charge is 0.

Geometry (Å):
C1 -4.42249 -8.52909 -36.33697
C2 -4.89261 -7.16310 -36.29560
C3 -5.53981 -6.64761 -35.17284
C4 -5.63715 -7.53014 -34.07258
C5 -5.25787 -8.87323 -34.12958
C6 -4.73955 -9.37217 -35.29887
H1 -3.99448 -8.95691 -37.23150
H2 -4.80692 -6.72725 -37.28002
H3 -5.77030 -5.60202 -35.03136
H4 -6.01801 -7.02919 -33.19485
H5 -5.46600 -9.53647 -33.30302
H6 -4.61793 -10.43290 -35.46153
C7 -8.36580 -16.32039 -31.14107
C8 -9.47634 -15.77690 -30.51766
C9 -10.03241 -14.62629 -31.04466
C10 -9.55280 -14.13535 -32.24950
C11 -8.45428 -14.67985 -32.86139
C12 -7.78162 -15.79096 -32.31143
H7 -7.90275 -17.17532 -30.67089
H8 -9.96833 -16.24678 -29.67888
H9 -10.94401 -14.33728 -30.54279
H10 -10.04552 -13.24364 -32.60792
H11 -8.02498 -14.12831 -33.68474
H12 -6.89827 -16.19760 -32.78128
C13 0.39915 -11.02648 -38.08701
C14 0.52750 -11.20167 -39.48827
C15 0.48946 -12.41365 -40.10013
C16 0.27762 -13.57322 -39.32857
C17 0.34570 -13.38215 -37.95188
C18 0.31410 -12.17403 -37.29852
H13 0.52588 -10.00917 -37.74727
H14 0.82477 -10.35324 -40.08675
H15 0.54410 -12.55165 -41.16988
H16 0.16960 -14.52577 -39.82594
H17 0.36366 -14.30816 -37.39638
H18 0.19574 -11.98368 -36.24204
C19 -2.95352 -5.72386 -27.29650
C20 -3.37082 -4.42733 -27.57050
C21 -3.11843 -3.46811 -26.60232
C22 -2.55928 -3.83530 -25.41120
C23 -2.30860 -5.16734 -25.01509
C24 -2.49487 -6.09204 -26.03553
H19 -2.96559 -6.53368 -28.01096
H20 -3.68709 -4.15371 -28.56624
H21 -3.29286 -2.45494 -26.93319
H22 -2.26711 -2.97702 -24.82436
H23 -1.85750 -5.45534 -24.07703
H24 -2.20883 -7.11711 -25.85167
C25 -10.62407 -3.56981 -42.27067
C26 -9.50421 -4.33423 -41.84479
C27 -8.38776 -4.40819 -42.65332
C28 -8.44287 -3.76863 -43.89475
C29 -9.55071 -3.02629 -44.27217
C30 -10.65652 -2.94346 -43.49026
H25 -11.51765 -3.60020 -41.66487
H26 -9.56895 -4.93367 -40.94876
H27 -7.52688 -4.97198 -42.32556
H28 -7.63474 -3.79762 -44.61063
H29 -9.66935 -2.56721 -45.24252
H30 -11.55602 -2.47331 -43.85940
Br1 -2.14724 -13.98584 -29.60490
C31 -2.77038 -13.61295 -27.80853
C32 -4.30139 -13.47031 -27.84284
Br2 -4.88680 -13.17672 -25.97471
H31 -2.20085 -12.71617 -27.56454
H32 -2.49197 -14.45586 -27.17598
H33 -4.77167 -14.38746 -28.19752
H34 -4.61417 -12.71236 -28.56102
Br3 0.93314 -2.31992 -35.28634
C33 -0.32884 -1.38987 -34.13822
C34 -1.65082 -0.94976 -34.85864
Br4 -2.83961 0.02296 -33.55287
H35 0.18703 -0.47793 -33.83761
H36 -0.56833 -2.08413 -33.33277
H37 -2.15789 -1.83193 -35.24950
H38 -1.42085 -0.28063 -35.68778
C35 -8.53618 -12.63392 -39.73396
C36 -9.11671 -11.20437 -39.89431
O1 -9.12289 -10.59721 -38.62239
H39 -7.56570 -12.52604 -39.24958
H40 -8.49978 -13.18533 -40.67349
H41 -9.17565 -13.15722 -39.02307
H42 -10.12941 -11.17154 -40.29613
H43 -8.58265 -10.56287 -40.59528
H44 -8.28809 -10.65813 -38.15230
C37 -11.91137 -5.25132 -34.96744
C38 -12.33866 -6.38027 -33.94102
O2 -13.73635 -6.71088 -34.28565
H45 -12.64047 -4.44142 -34.99156
H46 -11.88620 -5.70407 -35.95864
H47 -10.87831 -4.94136 -34.80996
H48 -12.31270 -6.14110 -32.87790
H49 -11.79471 -7.32458 -33.96341
H50 -13.86834 -7.00716 -35.18920


charge of number 2 (C38H50BClN6O5S3V)? 0


Which value of calculated total energy does entry 1 give? -221444.162 eV


What is the calculated total energy in the first record? -221444.162 eV


Which value of charge does entry 3 give? 0